No. 1
Molecular formula: C25H50BrN2O5S
Method: DFT, ωB97M-V/def2-TZVPD

Calculated values
Molar mass in u: 570.66
HOMO-LUMO gap (alpha / beta) in Ha: 0.15359 / 0.17611
Total charge: +1
Multiplicity: 3
E_LUMO (alpha / beta) in eV: -6.14 / -6.14
HOMO level (alpha / beta) in eV: -10.319 / -10.932
<S²>: 2.010

XYZ file:
```
84
Properties=species:S:1:pos:R:3:mulliken_spin:R:1
C 3.16 -7.30 -2.49 0.000
O 3.15 -7.44 -3.95 0.000
C 4.27 -6.73 -4.59 0.000
S 4.68 -5.06 -3.86 0.000
Br 6.81 -4.65 -4.46 0.000
C 3.65 -3.67 -4.60 0.000
C 2.25 -3.35 -3.77 0.003
C 1.11 -4.39 -4.39 -0.001
O -0.24 -4.17 -3.85 0.000
C -1.19 -5.18 -4.36 0.000
C -0.83 -6.45 -5.34 0.000
O -2.49 -5.03 -4.02 0.000
H 4.19 -7.56 -1.98 0.000
H 2.73 -6.26 -2.10 0.000
H 2.39 -8.12 -2.07 0.000
H 5.25 -7.40 -4.66 0.000
H 3.95 -6.53 -5.72 0.000
H 4.30 -2.68 -4.50 0.000
H 3.38 -3.80 -5.73 0.000
H 1.88 -2.23 -3.91 0.000
H 2.45 -3.53 -2.62 -0.001
H 1.44 -5.47 -4.04 0.000
H 1.16 -4.30 -5.58 0.000
H -0.07 -6.16 -6.21 0.000
H -0.28 -7.34 -4.75 0.000
H -1.76 -6.92 -5.88 0.000
C -1.24 -1.58 -1.78 0.029
C -0.98 -2.13 -0.35 0.008
C -2.28 -2.08 0.50 0.018
C -2.65 -0.68 0.97 -0.017
C -1.49 -0.04 1.70 0.017
C -0.18 -0.02 0.87 0.005
N 0.15 -1.37 0.28 0.288
O 0.67 -2.16 1.33 0.648
C -0.33 1.03 -0.27 0.030
C 0.97 0.55 1.75 0.004
C -0.65 -3.65 -0.59 -0.014
H -2.27 -1.23 -1.91 0.000
H -0.57 -0.76 -2.06 -0.011
H -1.06 -2.33 -2.56 -0.005
H -2.17 -2.72 1.39 0.004
H -3.12 -2.50 -0.07 0.002
H -2.97 -0.07 0.12 0.002
H -3.52 -0.74 1.64 0.002
H -1.77 0.99 1.99 0.010
H -1.32 -0.58 2.65 0.000
H 0.54 1.01 -0.94 -0.013
H -0.38 2.05 0.15 0.000
H -1.23 0.90 -0.86 0.002
H 1.11 -0.02 2.68 0.001
H 0.76 1.58 2.06 -0.010
H 1.92 0.56 1.21 -0.002
H 0.29 -3.76 -1.15 0.005
H -1.45 -4.13 -1.17 0.000
H -0.56 -4.21 0.35 0.000
C -0.59 7.14 1.80 0.012
C -1.19 5.76 2.19 0.025
C -2.64 5.93 2.74 0.019
C -2.71 6.50 4.15 -0.015
C -1.85 5.67 5.10 0.014
C -0.38 5.53 4.61 0.033
N -0.29 5.08 3.17 0.301
O -0.58 3.70 3.14 0.626
C 0.35 6.88 4.80 0.010
C 0.37 4.57 5.59 -0.007
C -1.31 5.01 0.83 -0.022
H -1.28 7.97 2.01 0.000
H 0.35 7.36 2.30 -0.009
H -0.35 7.20 0.74 0.001
H -3.16 4.96 2.74 0.003
H -3.23 6.58 2.07 0.002
H -2.39 7.55 4.15 0.000
H -3.74 6.49 4.50 0.002
H -1.87 6.13 6.09 0.000
H -2.31 4.68 5.21 0.004
H 1.36 6.85 4.38 -0.006
H 0.45 7.13 5.87 0.000
H -0.18 7.73 4.35 0.000
H -0.11 3.59 5.67 0.000
H 0.40 4.98 6.60 0.000
H 1.41 4.41 5.27 0.001
H -0.32 4.81 0.40 0.000
H -1.88 5.60 0.10 0.000
H -1.84 4.05 0.91 0.003
```

No. 2
Molecular formula: C25H50ClN4O10S3
Method: DFT, ωB97M-V/def2-TZVPD

Calculated values
Molar mass in u: 698.35
HOMO-LUMO gap in Ha: 0.27613
Total charge: -1
E_LUMO in eV: 2.24
HOMO level in eV: -5.275
Energy above the lowest of the compared OMol25 structures with the same formula, charge and spin in eV: 16.571

XYZ file:
```
93
Properties=species:S:1:pos:R:3:mulliken_charge:R:1
Cl -0.40 0.38 -0.38 1.571
O 0.05 0.84 0.85 -0.101
O -0.75 -1.02 -0.40 -0.716
O -1.60 1.07 -0.73 -0.169
O 0.57 0.56 -1.39 -0.158
C -0.67 2.44 3.12 -0.035
O -1.28 3.66 2.92 -0.624
H -1.00 1.96 4.04 0.407
H -0.93 1.76 2.31 -0.173
H 0.41 2.59 3.22 0.275
H -0.71 4.10 2.29 0.341
C 0.15 -0.33 -4.36 -0.907
O -0.72 -0.09 -3.25 -0.455
H -0.35 -0.67 -5.26 0.345
H 0.76 0.55 -4.59 0.240
H 0.89 -1.10 -4.14 0.360
H -0.18 0.09 -2.48 0.151
C 3.13 0.81 -2.17 -0.935
O 4.17 1.57 -1.66 -0.577
H 2.23 1.10 -1.64 -0.021
H 2.94 1.05 -3.22 0.449
H 3.24 -0.27 -2.05 0.645
H 4.00 2.51 -1.82 0.379
N 2.05 1.47 1.70 1.524
C 2.13 1.88 3.01 -1.119
C 3.03 2.90 3.08 -0.711
C 3.61 3.01 1.78 -1.082
C 2.89 2.20 0.93 0.223
H 1.34 0.81 1.40 -0.115
H 1.48 1.53 3.80 0.903
H 3.37 3.51 3.90 0.439
H 4.32 3.79 1.55 0.386
H 2.93 2.03 -0.14 -0.334
N -0.73 -5.13 0.87 0.021
C -1.06 -4.98 2.19 -1.020
C -0.77 -3.71 2.53 -1.469
C -0.45 -3.00 1.36 1.732
C -0.48 -3.92 0.35 -1.238
H -0.66 -6.05 0.46 0.246
H -1.46 -5.84 2.71 0.441
H -0.93 -3.27 3.50 0.575
H -0.26 -1.94 1.22 0.211
H -0.33 -3.78 -0.71 0.516
N -1.93 -0.20 1.41 1.571
C -2.65 0.73 2.11 -0.806
C -3.26 0.07 3.18 -1.736
C -3.03 -1.29 3.07 -0.750
C -2.07 -1.41 2.06 0.078
H -1.42 -0.09 0.55 -0.982
H -2.69 1.74 1.73 0.824
H -3.84 0.57 3.95 0.505
H -3.40 -2.03 3.76 0.538
H -1.64 -2.36 1.75 -0.934
N 3.18 -2.69 1.47 0.018
C 4.22 -2.07 0.86 -1.363
C 3.68 -0.92 0.24 -0.894
C 2.29 -0.95 0.30 2.877
C 2.07 -1.95 1.22 -2.207
H 3.26 -3.53 2.03 0.266
H 5.23 -2.43 0.98 0.465
H 4.27 -0.20 -0.30 0.488
H 1.53 -0.25 -0.02 -0.923
H 1.11 -2.16 1.68 1.510
C -1.04 5.99 -1.16 -0.892
S -1.45 4.34 -1.92 0.605
O -0.74 4.27 -3.28 -0.682
C -0.40 3.39 -0.70 0.525
H -1.88 6.64 -1.38 0.339
H -0.09 6.43 -1.48 0.310
H -0.90 5.89 -0.08 0.239
H -0.30 2.35 -1.01 -1.312
H -0.72 3.50 0.33 -0.020
H 0.64 3.69 -0.66 0.651
C -4.13 1.16 -1.21 -0.216
S -5.35 -0.13 -0.76 0.371
O -6.23 -0.33 -2.02 -0.683
C -4.30 -1.60 -0.69 -0.373
H -3.39 1.44 -0.47 -0.118
H -4.72 2.06 -1.39 0.458
H -3.61 0.81 -2.10 0.102
H -3.45 -1.57 -0.01 -0.035
H -3.85 -1.65 -1.68 0.192
H -4.91 -2.50 -0.59 0.483
C 1.55 -1.43 -2.36 -1.648
S 1.29 -2.87 -3.50 0.379
O 2.74 -3.37 -3.71 -0.754
C 0.48 -4.00 -2.30 -0.687
H 2.06 -0.63 -2.89 1.217
H 2.19 -1.71 -1.52 0.346
H 0.56 -1.16 -2.00 0.371
H 1.27 -4.27 -1.60 0.370
H 0.16 -4.95 -2.74 0.587
H -0.33 -3.40 -1.88 -0.091
```